Record 1
The following is a DFT calculation (ωB97M-V/def2-TZVPD) of a structure of composition C6H11ClO2.

```
! RIJCOSX wB97M-V def2-TZVPD def2/J DEFGRID3
* xyz 0 1
C 2.121 -2.030 0.930
C 0.638 1.765 0.257
C -2.457 -0.471 0.599
C -1.940 1.397 -1.132
C -0.232 0.575 0.596
C -1.517 0.716 0.172
O 3.117 -1.591 0.401
O 0.077 -0.150 1.811
Cl 1.530 -2.990 -0.232
H 1.517 -1.760 1.804
H 0.041 2.603 0.755
H 0.727 2.053 -0.749
H 1.702 1.887 0.700
H -3.565 -0.359 0.436
H -2.538 -0.755 1.668
H -2.123 -1.323 0.094
H -1.026 1.715 -1.662
H -2.623 0.665 -1.583
H -2.500 2.456 -1.049
H -0.616 -0.809 2.026
*
```

Results
- HOMO level: -0.31419 Ha
- Frontier orbital gap: 9.06 eV
- LUMO: 0.51 eV

Record 2
The following is a DFT calculation (ωB97M-V/def2-TZVPD) of a structure of composition C5H5Br2N.

```
! RIJCOSX wB97M-V def2-TZVPD def2/J DEFGRID3
* xyz 0 1
C 0.164 1.085 0.097
C -0.982 0.623 -0.508
C 0.432 -1.080 -0.629
C 1.044 -0.032 0.100
C 2.466 -0.016 0.363
N -0.806 -0.664 -0.940
Br 3.413 1.620 -0.084
Br 3.440 -1.507 -0.074
H 0.312 2.086 0.528
H -1.873 1.046 -0.776
H 0.851 -1.959 -0.897
H 2.863 -0.128 2.383
H -1.331 -0.942 -1.754
*
```

Results
- HOMO level (spin up / spin down): -0.32224 / -0.28784 Ha
- Frontier orbital gap (spin up / spin down): 8.28 / 7.60 eV
- LUMO (spin up / spin down): -0.49 / -0.23 eV

Record 3
The following is a DFT calculation (ωB97M-V/def2-TZVPD) of the molecule C19H23N3O3.

```
! RIJCOSX wB97M-V def2-TZVPD def2/J DEFGRID3
* xyz 0 1
O 0.872 -0.717 -2.696
N -0.674 -0.229 0.475
O 0.061 -0.061 1.695
O 4.648 2.957 4.379
C -0.114 -0.553 -1.912
C 0.210 -0.299 -0.480
C 1.559 -0.250 0.093
C 1.407 -0.101 1.431
C -6.080 -2.942 -5.086
C -5.235 -3.386 -4.071
C -6.059 -1.588 -5.406
C -4.261 -2.535 -3.503
C -5.115 -0.734 -4.838
C -4.191 -1.190 -3.947
N 2.362 0.109 2.425
N -1.384 -0.695 -2.444
C 4.813 3.327 5.751
C 3.787 0.104 2.131
C 1.951 0.342 3.827
C -2.691 -0.384 -1.908
C -1.713 -0.544 -3.809
C 4.464 1.368 2.658
C 2.595 1.642 4.385
C 4.090 1.664 4.151
C -3.114 -0.246 -3.407
H 2.476 -0.294 -0.466
H -6.778 -3.577 -5.610
H -5.299 -4.426 -3.798
H -6.732 -1.222 -6.175
H -3.558 -2.871 -2.787
H -5.079 0.315 -5.175
H 3.853 3.552 6.252
H 5.455 4.200 5.889
H 5.335 2.500 6.249
H 4.049 -0.039 1.062
H 4.226 -0.746 2.674
H 0.878 0.550 3.905
H 2.168 -0.504 4.452
H -2.739 0.551 -1.335
H -3.116 -1.232 -1.422
H -1.599 -1.445 -4.477
H -1.179 0.259 -4.293
H 4.168 2.221 2.047
H 5.507 1.217 2.575
H 2.472 1.734 5.465
H 2.108 2.524 3.968
H 4.515 0.897 4.769
H -3.319 0.776 -3.661
*
```

Results
- HOMO level: -0.29992 Ha
- Frontier orbital gap: 8.89 eV
- SMILES: COC1CCN(c2cc(C(=O)N3CC(c4ccccc4)C3)no2)CC1
- LUMO: 0.73 eV

Record 4
The following is a DFT calculation (ωB97M-V/def2-TZVPD) of a cluster of 2 separate species, C2H9NO2 in total.

```
! RIJCOSX wB97M-V def2-TZVPD def2/J DEFGRID3
* xyz 0 1
C 0.864 0.989 -0.738
N 1.285 -0.081 0.010
C 0.799 -1.389 -0.451
O -0.733 -1.520 -0.434
H 1.571 1.827 -0.674
H -0.208 1.238 -0.419
H 0.617 0.704 -1.784
H 1.618 -0.194 0.968
H 1.197 -1.798 -1.432
H 1.198 -2.018 0.348
H -0.800 -2.478 -0.599
H -1.782 1.951 1.873
H -3.244 1.609 1.664
O -2.382 1.161 1.666
*
```

Results
- HOMO level: -0.31227 Ha
- Frontier orbital gap: 9.38 eV
- SMILES: CNCO.O
- LUMO: 0.89 eV

Record 5
The following is a DFT calculation (ωB97M-V/def2-TZVPD) of a structure of composition C29H47NOP2Re.

```
! RIJCOSX wB97M-V def2-TZVPD def2/J DEFGRID3
* xyz 2 2
Re 0.390 0.062 0.147
C -0.135 -4.387 1.224
C -1.327 -3.438 1.153
C -2.170 -3.669 -0.102
P -0.857 -1.653 1.355
C -0.219 -1.395 3.082
C -0.992 -2.108 4.190
C 1.277 -1.736 3.152
C -2.440 -0.762 1.217
C -3.515 -0.884 2.082
C -4.654 -0.094 1.929
C -5.835 -0.254 2.834
C -4.644 0.875 0.923
C -3.597 0.989 0.029
C -2.507 0.120 0.117
N -1.433 0.042 -0.803
C -1.599 0.060 -2.184
C -2.808 0.266 -2.867
C -2.831 0.337 -4.246
C -1.682 0.165 -5.017
C -1.707 0.271 -6.509
C -0.498 -0.160 -4.346
C -0.454 -0.226 -2.968
P 0.987 -0.767 -2.018
C 2.531 0.064 -2.597
C 3.135 -0.470 -3.895
C 2.270 1.573 -2.670
C 1.077 -2.606 -2.130
C 0.899 -3.171 -3.537
C 2.351 -3.086 -1.436
H -0.486 -5.415 1.129
H 0.568 -4.194 0.413
H 0.399 -4.311 2.169
H -1.966 -3.588 2.030
H -1.548 -3.748 -0.993
H -2.709 -4.611 -0.001
H -2.907 -2.882 -0.260
H -0.334 -0.312 3.216
H -0.966 -3.191 4.069
H -0.521 -1.874 5.145
H -2.027 -1.776 4.251
H 1.440 -2.812 3.169
H 1.836 -1.323 2.309
H 1.700 -1.330 4.070
H -3.485 -1.611 2.883
H -5.820 -1.216 3.343
H -5.843 0.529 3.595
H -6.767 -0.165 2.276
H -5.486 1.550 0.836
H -3.604 1.780 -0.708
H -3.736 0.357 -2.327
H -3.776 0.523 -4.740
H -2.713 0.443 -6.883
H -1.074 1.095 -6.843
H -1.314 -0.638 -6.967
H 0.385 -0.394 -4.926
H 3.233 -0.138 -1.781
H 2.491 -0.281 -4.753
H 4.076 0.050 -4.075
H 3.354 -1.535 -3.844
H 1.645 1.820 -3.529
H 1.775 1.948 -1.770
H 3.215 2.104 -2.778
H 0.214 -2.900 -1.527
H 1.711 -2.886 -4.205
H 0.891 -4.261 -3.476
H -0.047 -2.856 -3.977
H 3.241 -2.850 -2.022
H 2.455 -2.632 -0.447
H 2.319 -4.169 -1.317
C 3.249 1.438 2.674
C 2.381 2.092 1.610
C 1.467 3.166 2.191
O 1.586 1.110 0.953
H 3.940 2.175 3.079
H 3.827 0.616 2.250
H 2.630 1.058 3.488
H 3.028 2.545 0.852
H 0.806 2.727 2.941
H 0.862 3.621 1.406
H 2.062 3.943 2.667
*
```

Results
- HOMO level (spin up / spin down): -0.50312 / -0.50672 Ha
- Frontier orbital gap (spin up / spin down): 5.91 / 6.78 eV
- LUMO (spin up / spin down): -7.78 / -7.00 eV

Record 6
The following is a DFT calculation (ωB97M-V/def2-TZVPD) of the ion C4H10NS with charge -1.

```
! RIJCOSX wB97M-V def2-TZVPD def2/J DEFGRID3
* xyz -1 1
C 0.292 0.400 -0.277
C 0.916 -0.938 -0.657
S 2.388 -1.400 0.308
C -1.124 0.583 -0.816
N -1.889 1.637 -0.145
C -2.376 1.217 1.149
H 0.327 0.510 0.811
H 0.912 1.222 -0.638
H 1.150 -0.906 -1.717
H 0.159 -1.723 -0.542
H -1.038 0.850 -1.876
H -1.642 -0.380 -0.789
H -2.654 1.905 -0.752
H -2.925 0.265 1.138
H -3.017 1.972 1.607
H -1.523 1.080 1.806
*
```

Results
- HOMO level: -0.07883 Ha
- Frontier orbital gap: 5.72 eV
- SMILES: CNCCC[S-]
- LUMO: 3.57 eV